{
  "formula": "C32H21Cl5FNO3OsPS2",
  "method": "ωB97M-V/def2-TZVPD",
  "e_tot_ev": -139908.77541,
  "fmax_ev_per_a": 0.6,
  "homo_energy_ha": [-0.37093, -0.41790],
  "total_charge": 1,
  "orbital_gap_ha": [0.248, 0.234],
  "spin_multiplicity": 5,
  "elements": ["Os", "C", "C", "C", "C", "C", "C", "C", "F", "C", "C", "C", "O", "C", "C", "N", "C", "C", "O", "O", "H", "H", "H", "H", "H", "H", "H", "H", "H", "H", "H", "S", "P", "S", "C", "C", "C", "C", "C", "C", "C", "C", "C", "C", "C", "C", "H", "H", "H", "H", "H", "H", "H", "H", "H", "H", "Cl", "C", "C", "C", "Cl", "C", "Cl", "C", "Cl", "C", "Cl"],
  "xyz": [[-0.326, -0.371, -0.197], [-0.983, 6.109, 3.712], [-0.061, 6.126, 2.501], [1.273, 6.813, 2.737], [2.085, 6.062, 3.780], [2.217, 4.613, 3.397], [3.257, 3.844, 3.854], [3.368, 2.500, 3.487], [4.393, 1.803, 3.982], [2.483, 1.893, 2.648], [1.416, 2.660, 2.150], [0.456, 2.077, 1.253], [0.685, 0.833, 0.919], [-0.622, 2.838, 0.819], [-0.698, 4.154, 1.257], [0.188, 4.722, 2.054], [1.274, 4.003, 2.537], [-1.735, 2.398, -0.100], [-2.642, 3.155, -0.344], [-1.666, 1.162, -0.526], [-1.132, 7.126, 4.075], [-0.568, 5.511, 4.524], [-1.957, 5.694, 3.453], [-0.565, 6.600, 1.659], [1.082, 7.839, 3.053], [1.826, 6.861, 1.796], [1.608, 6.138, 4.760], [3.078, 6.498, 3.884], [4.010, 4.270, 4.506], [2.588, 0.854, 2.375], [-1.531, 4.760, 0.922], [0.584, -2.632, 1.202], [-1.262, -2.624, 1.949], [-2.083, -0.802, 1.513], [-2.270, -3.902, 1.172], [-3.610, -3.684, 0.865], [-4.361, -4.701, 0.292], [-3.778, -5.931, 0.030], [-2.442, -6.152, 0.340], [-1.687, -5.140, 0.908], [-1.305, -2.909, 3.723], [-2.382, -2.461, 4.484], [-2.433, -2.749, 5.838], [-1.414, -3.482, 6.431], [-0.338, -3.925, 5.674], [-0.280, -3.638, 4.319], [-4.064, -2.720, 1.058], [-5.401, -4.528, 0.049], [-4.365, -6.721, -0.421], [-1.988, -7.112, 0.133], [-0.639, -5.307, 1.130], [-3.176, -1.885, 4.025], [-3.267, -2.400, 6.432], [-1.456, -3.706, 7.489], [0.458, -4.490, 6.139], [0.567, -3.967, 3.730], [3.522, -0.119, -0.197], [2.641, -1.048, -1.349], [1.260, -1.147, -1.261], [0.637, -1.909, -2.224], [-1.126, -1.888, -1.967], [1.238, -2.592, -3.254], [0.314, -3.509, -4.359], [2.630, -2.492, -3.314], [3.473, -3.318, -4.551], [3.322, -1.723, -2.369], [5.029, -1.614, -2.469]],
  "atomic_forces_ev_per_a": [[0.2019, -0.2427, 0.4653], [0.0034, 0.0122, 0.0162], [0.0224, -0.0879, -0.0551], [-0.0128, 0.0206, 0.0053], [0.0031, -0.0039, 0.0059], [-0.0148, -0.0559, -0.0335], [0.0006, -0.0020, 0.0046], [0.0284, 0.0207, 0.0256], [0.0076, -0.0100, -0.0045], [-0.0295, 0.0059, -0.0158], [-0.0056, 0.0417, 0.0414], [-0.0285, -0.1851, -0.0120], [0.1908, 0.2547, 0.0384], [0.0978, 0.2098, -0.0301], [0.0357, -0.0508, -0.0439], [0.0082, 0.0078, 0.0344], [-0.0689, 0.0799, 0.0089], [-0.2856, -0.3887, 0.2412], [0.1549, 0.0987, -0.1093], [-0.0611, 0.4275, -0.2398], [-0.0089, -0.0050, -0.0082], [0.0075, 0.0092, -0.0054], [0.0043, -0.0011, -0.0014], [-0.0138, 0.0394, 0.0260], [0.0074, -0.0025, 0.0128], [0.0002, -0.0035, -0.0011], [0.0103, 0.0036, 0.0033], [0.0004, 0.0054, -0.0074], [-0.0004, -0.0110, 0.0029], [0.0009, 0.0045, -0.0076], [-0.0118, -0.0196, -0.0019], [0.0659, -0.0402, 0.0703], [0.0284, -0.0722, 0.0137], [-0.1160, -0.0280, -0.0809], [-0.0417, -0.0660, -0.0327], [-0.0073, 0.0335, 0.0149], [-0.0057, 0.0117, 0.0028], [0.0102, -0.0208, 0.0058], [-0.0357, -0.0014, -0.0114], [0.0358, 0.0181, 0.0033], [0.0464, -0.0217, 0.0731], [-0.0491, 0.0017, -0.0217], [-0.0050, 0.0091, -0.0096], [0.0196, -0.0141, 0.0050], [-0.0251, 0.0156, 0.0217], [0.0189, 0.0182, -0.0190], [-0.0037, -0.0068, 0.0003], [0.0054, 0.0032, -0.0004], [0.0007, 0.0022, 0.0044], [0.0042, 0.0046, 0.0014], [-0.0040, 0.0081, 0.0050], [0.0022, -0.0069, -0.0041], [0.0006, -0.0004, -0.0049], [-0.0014, 0.0016, -0.0029], [-0.0013, -0.0016, -0.0038], [-0.0096, -0.0017, -0.0071], [-0.0295, -0.0041, -0.0173], [0.0200, -0.0644, 0.0526], [-0.0570, 0.1924, -0.3429], [-0.1585, -0.0274, -0.0386], [0.0135, -0.1148, -0.1139], [-0.0130, -0.0092, 0.0885], [0.0222, 0.0101, -0.0090], [0.0045, -0.0126, -0.0108], [-0.0017, 0.0079, 0.0031], [0.0342, -0.0029, 0.0058], [-0.0116, 0.0071, 0.0044]],
  "mulliken_spin": [2.743, 0.002, -0.004, 0.000, 0.000, 0.000, -0.001, 0.004, 0.000, 0.003, 0.014, -0.043, 0.259, 0.014, -0.005, 0.020, 0.005, 0.025, 0.030, 0.107, 0.000, 0.000, 0.000, 0.000, 0.000, 0.000, 0.000, 0.000, 0.000, -0.010, 0.003, 0.255, 0.075, 0.363, -0.003, 0.003, 0.003, 0.000, 0.005, 0.010, -0.025, 0.015, 0.005, 0.001, 0.007, 0.009, -0.006, 0.000, 0.000, 0.000, -0.008, -0.011, 0.000, 0.000, 0.000, -0.009, 0.005, 0.068, 0.027, 0.018, 0.012, -0.012, -0.003, 0.048, 0.009, -0.024, -0.002]
}